[1]
44
Properties=species:S:1:pos:R:3:forces:R:3 method="wB97M-V/def2-TZVPD" orbital_gap_ev="7.989 / 8.969" multiplicity=2
Co -0.287672 -1.473419 2.252205 0.359 -0.026 0.175
O -1.873509 -3.575276 -0.737845 0.065 -0.125 0.008
C -1.035994 -2.928977 -0.150368 0.054 0.162 -0.027
O -1.115002 -2.668168 1.130773 -0.269 0.089 -0.127
C 0.180195 -2.430417 -0.907478 -0.001 -0.022 0.023
C 0.758083 -3.318833 -1.805029 0.014 0.009 -0.024
C 1.879697 -2.955439 -2.533668 -0.009 -0.014 -0.008
C 2.414033 -1.684066 -2.395923 0.007 0.011 -0.001
C 1.824489 -0.775629 -1.530163 -0.022 -0.002 -0.027
C 0.710347 -1.140980 -0.780328 0.015 -0.041 0.026
P -0.031022 -0.010058 0.423502 -0.184 0.035 0.063
C 0.857931 1.561648 0.255396 0.021 -0.030 0.010
C 1.856011 1.890664 1.166864 -0.011 -0.022 0.040
C 2.571198 3.071722 1.018490 0.003 0.003 -0.001
C 2.288937 3.926663 -0.035170 -0.005 -0.006 -0.001
C 1.288186 3.604828 -0.944581 0.004 0.008 0.002
C 0.573672 2.427577 -0.801486 0.004 0.004 -0.004
C -1.686435 0.392411 -0.220038 0.024 0.025 -0.017
C -2.454759 1.281099 0.534273 0.004 0.008 -0.001
C -3.728338 1.632613 0.122692 -0.004 0.001 -0.002
C -4.252099 1.090339 -1.044783 0.001 -0.003 0.001
C -3.494980 0.207496 -1.797420 -0.003 0.002 0.003
C -2.212152 -0.138806 -1.391868 0.005 -0.019 0.000
H 0.313426 -4.297984 -1.918916 -0.005 -0.004 0.003
H 2.334081 -3.665232 -3.212400 -0.001 -0.001 -0.002
H 3.287787 -1.394232 -2.964663 0.001 0.001 0.001
H 2.236923 0.220103 -1.435345 0.003 0.004 0.006
H 2.081437 1.226357 1.990867 -0.008 0.025 -0.030
H 3.346406 3.320457 1.731068 0.002 0.002 0.001
H 2.845016 4.848206 -0.148462 0.001 0.002 0.000
H 1.063943 4.273164 -1.765628 0.002 0.002 0.000
H -0.208351 2.181850 -1.509680 0.001 -0.006 0.004
H -2.045893 1.714028 1.442149 0.001 0.000 -0.001
H -4.313977 2.325989 0.712007 -0.001 0.000 0.002
H -5.251407 1.356082 -1.363558 -0.001 0.001 -0.002
H -3.900022 -0.220821 -2.704565 -0.001 0.000 -0.001
H -1.632736 -0.828886 -1.991015 0.000 -0.002 0.007
O 2.485981 -2.379676 4.455742 -0.034 -0.061 0.032
Cl 2.060290 -1.483929 3.456815 0.000 0.098 0.023
O 2.986461 -0.438380 3.226718 0.060 -0.044 -0.020
O 0.727751 -0.890306 3.838029 -0.059 0.180 -0.125
O 1.723667 -2.180201 2.202194 -0.166 -0.066 0.021
O -3.107787 -0.711048 3.224534 -0.005 0.074 -0.013
C -2.063816 -0.962533 2.906061 0.139 -0.254 -0.016

---

[2]
40
Properties=species:S:1:pos:R:3:forces:R:3 method="wB97M-V/def2-TZVPD" orbital_gap_ev=7.938 multiplicity=1 charge=-1
Sr 0.299082 0.229750 -0.017841 0.358 0.230 0.164
Cl 8.215868 -0.266284 1.120277 -0.004 0.002 -0.008
C 6.467651 -0.181782 1.152669 0.014 0.003 -0.020
C 5.795834 -0.324554 2.380739 0.023 0.000 -0.006
C 4.434889 -0.262666 2.435724 -0.045 0.000 -0.004
C 3.624616 -0.055301 1.264851 -0.009 0.008 0.033
O 2.365596 -0.003267 1.354288 -0.133 -0.054 -0.048
C 4.347545 0.086036 0.031766 0.025 -0.011 -0.028
C 3.701489 0.298662 -1.233277 -0.019 -0.005 0.021
O 2.500041 0.377221 -1.471361 -0.015 -0.010 -0.022
C 5.756232 0.019707 0.008676 0.007 -0.002 0.022
H 6.379221 -0.483619 3.279271 -0.022 0.000 0.017
H 3.909412 -0.369697 3.376003 0.009 -0.001 0.011
H 4.407501 0.399625 -2.081259 -0.003 0.007 -0.008
H 6.270936 0.130816 -0.938987 0.006 0.001 -0.006
C -2.857462 2.705534 2.982170 0.002 0.016 -0.013
O -2.901108 1.277558 3.043934 -0.011 -0.008 0.031
C -1.847031 0.667990 2.481919 0.001 0.077 -0.174
O -0.877876 1.266779 2.053247 -0.020 -0.042 0.040
N -2.002408 -0.676650 2.511520 -0.030 -0.075 0.089
N -1.138807 -1.450347 1.721599 0.099 -0.105 -0.087
H -3.775520 3.043772 3.454013 0.005 0.002 -0.010
H -2.813058 3.036044 1.945872 0.002 0.006 0.004
H -1.989468 3.086200 3.517644 -0.001 0.001 0.000
H -2.948024 -1.009259 2.627665 0.005 0.024 -0.028
H -1.701288 -1.935733 1.004221 0.011 -0.036 0.004
H -0.666724 -2.126738 2.309300 -0.053 0.009 0.026
N -1.541454 1.529133 -2.972040 -0.103 0.190 -0.179
C -0.289588 1.936952 -2.796740 -0.062 -0.070 0.029
N 0.646134 1.442598 -3.643960 0.034 0.013 0.076
S 0.137611 3.023712 -1.558564 -0.003 -0.096 -0.089
H -1.760772 0.679607 -3.486209 0.011 -0.050 0.031
H -2.164371 1.670821 -2.188515 0.012 -0.002 0.047
H 0.429308 0.567244 -4.099062 -0.009 -0.009 0.012
H 1.585270 1.506114 -3.280879 0.025 -0.036 -0.026
O -2.167438 0.197985 -0.605613 -0.194 -0.052 0.045
Se -2.136394 -1.255373 -1.425653 -0.029 -0.025 0.212
O -2.819527 -1.115420 -2.893647 0.103 0.051 0.050
O -0.499447 -1.532639 -1.546596 -0.068 -0.016 -0.111
O -2.811772 -2.387432 -0.457366 0.082 0.064 -0.095

---

[3]
11
Properties=species:S:1:pos:R:3:forces:R:3 method="wB97M-V/def2-TZVPD" smiles="[H]/N=c1/nnocc1S" orbital_gap_ev=8.191 multiplicity=1
H -2.134837 0.325548 0.987453 -0.853 0.842 -0.360
N -1.619892 -0.471659 1.283336 2.394 -0.855 -0.151
C -0.505390 -0.457344 0.642328 -0.351 0.850 -1.314
N 0.449553 -1.460512 0.884178 1.687 -2.566 0.297
N 1.413387 -1.881021 0.235127 -2.424 2.074 0.778
O 1.666014 -1.126625 -1.015723 0.113 -1.196 0.346
C 1.012261 -0.001708 -1.182238 -2.199 -0.352 3.105
C -0.023585 0.488252 -0.415780 2.169 -4.558 1.178
S -0.723778 1.947637 -0.535470 -2.173 4.161 2.822
H 1.353466 0.430745 -2.016981 1.164 2.156 -2.965
H -0.887199 2.206688 1.133770 0.472 -0.557 -3.735

---

[4]
114
Properties=species:S:1:pos:R:3:forces:R:3 method="wB97M-V/def2-TZVPD" smiles="C[C@@H](O)CO[C@@H]1CNC(=O)C1.CC(C)=O.CC(C)=O.CC(C)=O.CC(C)=O.CC(C)=O.CC(C)=O.CC(C)=O.CC(C)=O.CC(C)=O" orbital_gap_ev=9.675 multiplicity=1
C 1.566447 1.683261 0.031399 0.047 -0.351 0.117
C 0.700204 0.797021 -0.880000 0.729 0.853 -0.217
O -0.478993 1.516895 -1.254213 -0.201 -0.713 0.057
C 1.411011 0.295858 -2.154540 -0.123 -0.799 0.398
O 2.773276 0.003979 -1.880515 -0.516 0.308 -0.824
C 3.729444 0.774642 -2.583853 2.068 0.591 1.654
C 4.981069 0.749548 -1.624246 -1.090 -0.302 1.053
N 5.424587 2.115318 -1.276280 -0.995 0.243 -0.690
C 4.575452 3.038664 -1.966333 0.356 0.300 0.185
O 4.734776 4.241028 -1.956673 -0.393 -0.830 0.164
C 3.511309 2.278585 -2.728135 0.234 -0.067 -1.797
H 1.584618 1.246322 1.025710 0.034 0.248 0.044
H 2.597820 1.778829 -0.291237 0.050 -0.054 -0.150
H 1.130755 2.677552 0.102699 -0.054 0.097 0.039
H 0.423020 -0.076769 -0.299845 -0.470 -0.011 -0.025
H -0.147760 2.320565 -1.659367 -0.116 0.253 -0.136
H 0.938804 -0.652784 -2.425951 -0.081 -0.019 -0.163
H 1.265259 0.950150 -3.011332 0.135 0.299 0.059
H 4.076312 0.342847 -3.518037 -0.805 -0.300 -0.306
H 4.573138 0.359712 -0.698918 0.025 -0.451 -0.013
H 5.749625 0.033278 -1.886446 0.418 0.431 -0.436
H 5.121556 2.269830 -0.318861 0.858 0.150 0.315
H 3.767649 2.484145 -3.773535 -0.240 0.234 -0.109
H 2.500786 2.660167 -2.640145 -0.007 0.139 0.381
C 1.944709 0.357218 5.330725 -0.001 -0.121 -0.216
C 1.077131 1.052635 4.320827 0.067 0.006 0.012
C -0.005347 1.955694 4.862589 -0.062 0.035 -0.233
O 1.221968 0.895191 3.128483 -0.076 -0.059 0.113
H 2.679923 -0.256665 4.813921 0.007 0.018 -0.012
H 2.463112 1.090480 5.951498 -0.108 -0.024 0.114
H 1.325849 -0.285805 5.967300 0.208 0.223 0.007
H 0.438824 2.755565 5.456719 -0.032 -0.060 0.121
H -0.686566 1.382237 5.493281 0.067 0.040 0.121
H -0.563246 2.391734 4.036606 0.010 -0.006 -0.007
C 2.576954 6.435592 -4.097474 0.099 -0.149 -0.107
C 1.311907 5.637853 -4.269726 0.086 0.003 -0.014
C 0.052343 6.213065 -3.664342 -0.073 -0.197 -0.082
O 1.304544 4.581790 -4.859670 -0.127 -0.060 0.030
H 3.401577 5.908200 -4.569488 0.016 -0.018 0.030
H 2.472074 7.420043 -4.557281 -0.056 0.055 0.126
H 2.798321 6.553703 -3.035622 0.000 0.101 -0.009
H -0.164325 7.187066 -4.105246 0.042 0.065 0.105
H 0.176038 6.331281 -2.586771 0.022 0.130 -0.010
H -0.783108 5.542422 -3.855236 0.000 -0.004 0.002
C -1.964987 3.344703 -6.396480 -0.241 -0.016 -0.173
C -2.966502 2.510903 -5.635779 0.104 -0.050 0.038
C -2.522626 1.956160 -4.305350 -0.370 -0.026 0.046
O -4.075425 2.292034 -6.066946 0.033 0.065 -0.152
H -2.407700 3.679849 -7.331925 -0.015 -0.008 0.002
H -1.672099 4.213593 -5.806036 0.158 -0.074 0.038
H -1.072338 2.755362 -6.611687 0.093 0.080 0.131
H -2.261737 2.774759 -3.632419 0.171 -0.043 0.001
H -1.657894 1.307869 -4.428705 0.139 0.151 0.079
H -3.332338 1.377512 -3.863884 0.000 -0.006 0.000
C 6.118836 -2.487493 2.380919 -0.161 0.135 -0.045
C 6.506898 -2.076402 0.981432 -0.016 -0.014 0.050
C 7.795654 -2.642149 0.435021 -0.067 0.113 -0.169
O 5.817678 -1.328906 0.328905 0.102 -0.130 0.084
H 5.177692 -2.013455 2.649541 -0.003 0.004 -0.014
H 6.000892 -3.570907 2.433473 0.115 -0.016 0.058
H 6.889805 -2.179487 3.089019 0.049 -0.122 0.007
H 7.745049 -3.731765 0.410028 0.073 -0.012 0.109
H 8.633390 -2.339932 1.065180 0.006 -0.115 0.058
H 7.956866 -2.269547 -0.573765 -0.009 0.009 0.000
C -0.991017 -2.815399 6.236046 0.208 0.200 -0.104
C -0.315334 -2.330705 7.493680 -0.009 -0.032 -0.057
C -0.855558 -2.820353 8.813257 0.504 0.369 0.161
O 0.631208 -1.573288 7.439485 -0.103 -0.087 0.187
H -0.494892 -2.384280 5.368092 0.016 -0.010 0.015
H -0.936167 -3.901778 6.176216 -0.165 -0.028 0.042
H -2.039608 -2.519875 6.238163 -0.068 -0.166 0.053
H -0.790856 -3.904535 8.867342 -0.197 -0.053 -0.046
H -1.893148 -2.521784 8.929914 -0.115 -0.166 -0.052
H -0.262499 -2.383630 9.615606 0.023 0.003 -0.032
C -4.784637 -5.639537 6.737660 0.167 0.140 -0.086
C -4.107509 -5.153536 7.994971 -0.017 -0.018 -0.051
C -4.660944 -5.653077 9.306624 0.169 0.133 0.076
O -3.163077 -4.398139 7.953778 -0.197 -0.130 -0.009
H -4.292095 -5.209164 5.868832 0.008 0.001 0.003
H -4.726366 -6.727285 6.678128 -0.125 -0.016 0.040
H -5.833795 -5.340212 6.738732 -0.042 -0.122 0.037
H -4.597710 -6.741353 9.348467 -0.129 -0.016 -0.029
H -5.705144 -5.354408 9.409507 -0.045 -0.121 -0.033
H -4.087196 -5.231142 10.128383 0.006 0.005 -0.006
C -6.712973 1.896615 -4.295328 0.056 -0.251 -0.027
C -6.673109 0.939301 -3.130391 -0.029 0.054 -0.026
C -7.576645 1.248741 -1.958704 0.096 -0.192 0.079
O -5.952200 -0.031488 -3.126836 0.039 -0.026 0.029
H -6.022558 1.567853 -5.064285 0.044 0.027 -0.006
H -7.722238 1.937812 -4.710094 -0.039 0.129 0.103
H -6.421341 2.895340 -3.965441 -0.124 0.050 -0.013
H -8.618130 1.261725 -2.283389 -0.005 0.133 -0.003
H -7.323648 2.223685 -1.539304 -0.102 0.060 -0.060
H -7.451922 0.487790 -1.191646 0.008 -0.005 -0.006
C 2.324371 -1.859697 -6.362955 0.158 0.132 0.045
C 1.521473 -0.730640 -5.764462 0.120 -0.060 -0.024
C 0.024522 -0.900439 -5.742846 0.030 0.185 0.099
O 2.058804 0.256829 -5.320193 -0.032 0.052 -0.006
H 3.383087 -1.616508 -6.315782 0.000 0.010 0.005
H 2.144259 -2.781305 -5.807345 -0.081 -0.045 -0.088
H 2.038351 -2.011242 -7.404935 -0.073 -0.107 0.029
H -0.240849 -1.782128 -5.157301 -0.043 -0.076 -0.125
H -0.358394 -1.011524 -6.758409 -0.015 -0.149 0.020
H -0.428554 -0.026021 -5.287418 0.008 0.012 0.007
C -2.588459 -3.640583 -0.454044 0.036 -0.211 0.097
C -2.068837 -3.219272 0.899762 -0.004 0.031 -0.024
C -1.967025 -1.736192 1.153703 0.062 -0.092 0.256
O -1.751584 -4.031618 1.737040 -0.011 -0.033 0.036
H -2.613630 -4.726333 -0.511131 0.007 -0.003 0.011
H -3.595496 -3.249947 -0.607464 0.048 0.109 -0.088
H -1.937163 -3.255416 -1.240097 -0.088 0.107 -0.030
H -2.951046 -1.272917 1.066921 0.032 0.056 -0.149
H -1.294180 -1.274736 0.430641 -0.125 0.067 -0.086
H -1.580499 -1.564846 2.155872 0.022 -0.002 -0.003

---

[5]
11
Properties=species:S:1:pos:R:3:forces:R:3 method="wB97M-V/def2-TZVPD" smiles="CC=C=O.C#N" orbital_gap_ev=9.640 multiplicity=1
C -2.100415 0.094754 0.161500 -0.141 -0.031 -0.003
C -0.593060 0.187873 0.199241 0.162 -0.146 -0.067
C 0.180548 -0.734591 -0.318949 0.297 -0.366 -0.213
O 0.868811 -1.561462 -0.788623 -0.557 0.607 0.331
H -2.500570 -0.315624 1.095227 0.030 0.086 -0.123
H -2.537872 1.086090 0.014427 0.082 -0.134 0.001
H -2.441301 -0.541355 -0.660737 0.046 0.082 0.139
H -0.080491 1.009120 0.693657 -0.029 -0.167 -0.092
C 3.088727 0.240627 -0.142998 -0.362 0.810 0.420
N 2.617338 1.175545 0.340908 0.514 -0.884 -0.456
H 3.498289 -0.640977 -0.593658 -0.042 0.142 0.062

---

[6]
61
Properties=species:S:1:pos:R:3:forces:R:3 method="wB97M-V/def2-TZVPD" orbital_gap_ev=1.991 multiplicity=1 charge=-1
C 4.999967 -1.204107 -5.475670 0.068 0.089 -0.065
C 4.210107 -2.489629 -5.643587 0.053 -0.117 -0.172
C 4.446658 -3.309762 -4.390961 0.058 0.257 0.337
C 5.762109 -4.045469 -4.386147 0.223 -0.027 -0.055
Br 2.983156 -4.654513 -3.994290 -0.118 -0.173 -0.120
H 6.051982 -1.335642 -5.765160 -0.008 -0.048 -0.017
H 4.585890 -0.402958 -6.098594 -0.052 0.018 0.093
H 4.484437 -3.132997 -6.506934 -0.119 -0.016 0.048
H 3.138937 -2.289121 -5.735940 0.030 0.103 0.040
H 4.374468 -2.624261 -3.549592 -0.066 -0.157 0.055
H 5.849226 -4.681885 -5.271507 -0.041 0.011 0.038
H 5.904447 -4.663010 -3.498515 -0.039 0.054 0.023
H 6.553116 -3.290922 -4.425176 -0.037 -0.025 -0.026
C -2.373981 3.428070 -3.695566 0.003 -0.008 0.003
C -1.415992 3.499552 -4.702999 0.000 0.012 -0.016
C -0.237352 2.783813 -4.594942 -0.005 -0.018 -0.014
C -0.006789 1.988203 -3.478511 0.039 -0.014 -0.030
C -0.962214 1.919848 -2.468692 -0.005 -0.021 0.029
C -2.146922 2.640942 -2.581624 -0.022 -0.002 0.000
C -0.730058 1.087153 -1.253448 0.108 -0.036 -0.023
O -1.558468 1.042958 -0.362958 -0.067 0.086 0.015
C 0.539036 0.319449 -1.172869 -0.033 0.036 0.013
C 0.771282 -0.447869 -0.036340 0.003 0.016 -0.016
C 1.931387 -1.194443 0.058773 0.006 -0.034 0.024
C 2.849306 -1.199459 -0.984211 0.041 -0.033 -0.062
C 2.636458 -0.430804 -2.118636 -0.035 0.091 -0.152
C 1.486106 0.349458 -2.204958 -0.038 -0.036 0.047
C 1.287791 1.230227 -3.392654 -0.097 0.001 0.156
O 2.130233 1.367847 -4.244414 0.038 0.006 -0.064
H -3.297468 3.985791 -3.785258 -0.001 0.005 -0.002
H -1.593963 4.115433 -5.575356 -0.005 0.001 -0.002
H 0.523790 2.816801 -5.362909 -0.001 0.010 -0.004
H -2.876516 2.561895 -1.786625 0.002 0.003 0.004
H 0.036672 -0.447569 0.757975 0.002 -0.003 0.001
H 2.117224 -1.785623 0.946324 -0.004 -0.018 -0.006
H 3.736108 -1.815948 -0.913390 0.027 0.019 -0.058
H 3.340104 -0.431806 -2.950560 0.084 0.007 0.001
C -1.431293 -2.045513 7.400437 0.015 -0.005 -0.008
C -2.644643 -1.777166 8.025237 -0.015 0.004 0.010
C -3.533465 -0.879742 7.460128 0.001 -0.020 0.012
C -3.212765 -0.242729 6.266959 -0.045 0.035 -0.028
C -1.994717 -0.509378 5.642550 0.024 0.040 -0.045
C -1.106869 -1.413825 6.212741 0.006 -0.015 0.014
C -1.612914 0.163618 4.362058 -0.092 -0.018 0.062
O -0.559541 -0.085676 3.818711 0.012 0.015 -0.007
C -2.579651 1.143712 3.789948 0.043 -0.026 0.033
C -2.246090 1.797550 2.611712 -0.039 -0.019 -0.026
C -3.135172 2.695726 2.046013 0.018 -0.002 -0.005
C -4.355537 2.949618 2.659529 -0.024 0.012 0.008
C -4.692621 2.303335 3.837721 -0.002 0.015 -0.022
C -3.807975 1.397277 4.408078 0.001 -0.005 0.038
C -4.195648 0.715093 5.674341 0.110 -0.052 -0.037
O -5.264572 0.922298 6.208840 -0.023 0.025 0.013
H -0.739068 -2.750443 7.842275 -0.001 0.001 0.004
H -2.895627 -2.272067 8.954510 0.002 -0.004 0.000
H -4.484933 -0.657590 7.923705 -0.001 0.000 0.002
H -0.170565 -1.605398 5.706521 0.002 -0.001 0.001
H -1.304283 1.575268 2.133474 0.023 -0.019 -0.024
H -2.874194 3.183664 1.116845 -0.006 -0.002 -0.014
H -5.049778 3.649970 2.212940 0.003 0.001 0.001
H -5.638349 2.482755 4.330650 -0.002 0.003 -0.001